1.
Entry from the OMol25 dataset: 2 unconnected molecules or ions with the total composition CH5O2PS (the ωB97M-V functional and the def2-TZVPD basis).

ORCA input file:
```
! RIJCOSX wB97M-V def2-TZVPD def2/J DEFGRID3
* xyz 0 1
C 0.25 1.39 -0.44
O -2.11 -1.40 0.33
O -0.80 0.55 -0.10
P -1.04 -0.79 -0.78
S 2.30 -1.57 0.19
H 0.36 1.90 -1.42
H 1.13 0.75 -0.48
H 0.48 2.10 0.33
H -1.93 -1.10 1.22
H 1.36 -1.83 1.14
*
```

Properties
E_HOMO (spin up / spin down) = -0.314 / -0.277 hartree
orbital gap (spin up / spin down) = 7.612 / 5.610 eV

***

2.
Entry from the OMol25 dataset: a single CH5O2PS molecule (the ωB97M-V functional and the def2-TZVPD basis).

ORCA input file:
```
! RIJCOSX wB97M-V def2-TZVPD def2/J DEFGRID3
* xyz 0 1
O -1.23 0.59 -0.62
C -0.02 0.20 -0.14
O -0.08 -1.15 0.40
P 0.68 1.24 1.26
S 1.17 0.27 -1.52
H -1.98 0.13 -0.22
H -0.28 -1.76 -0.34
H 1.53 0.26 1.45
H -0.33 0.72 2.04
H 0.55 -0.51 -2.32
*
```

Properties
E_HOMO = -0.348 hartree
orbital gap = 9.968 eV
SMILES = OC(O)(P)S

***

It is 2 that is most stable; the runner-up trails by 10.8 kcal/mol.

***

1.
Entry from the OMol25 dataset: a single C2H5ClN2O molecule (the ωB97M-V functional and the def2-TZVPD basis).

ORCA input file:
```
! RIJCOSX wB97M-V def2-TZVPD def2/J DEFGRID3
* xyz 0 1
C 0.15 -1.18 0.62
O 0.63 -0.31 -0.40
N 0.51 1.00 -0.07
N -0.80 1.77 -0.91
C 0.57 1.84 -1.21
Cl 1.48 3.35 -0.97
H 0.83 -2.03 0.64
H -0.86 -1.52 0.38
H 0.15 -0.66 1.58
H -1.10 2.50 -0.27
H 0.86 1.39 -2.16
*
```

Properties
E_HOMO = -0.362 hartree
orbital gap = 10.939 eV
SMILES = CON1N[C@H]1Cl

***

2.
Entry from the OMol25 dataset: a single C2H5ClN2O molecule (the ωB97M-V functional and the def2-TZVPD basis).

ORCA input file:
```
! RIJCOSX wB97M-V def2-TZVPD def2/J DEFGRID3
* xyz 0 1
H -1.75 -0.64 -1.52
N -1.81 0.12 -0.82
C -0.67 0.12 -0.27
C -0.19 0.98 0.82
Cl 1.40 1.78 0.63
N 0.33 -0.78 -0.71
O 1.17 -1.17 0.37
H -0.04 0.30 1.72
H -0.80 1.77 1.14
H 0.87 -0.40 -1.45
H 1.49 -2.07 0.08
*
```

Properties
E_HOMO = -0.357 hartree
orbital gap = 10.400 eV
SMILES = [H]/N=C(/CCl)NO

***

It is 2 that is most stable; the runner-up trails by 34.3 kcal/mol.